No. 1
Computed, not measured: a 2-piece molecular cluster, C9H14O overall, with ωB97M-V/def2-TZVPD.

Summary:
Frontier orbital gap in eV: 9.147
HOMO in eV: -8.392
Lowest unoccupied orbital energy in eV: 0.755
Structure (SMILES): Cc1ccc(O)cc1.CC
Maximum force in eV Å⁻¹: 3.4
E_tot in Ha: -426.5079

```
! RIJCOSX wB97M-V def2-TZVPD def2/J DEFGRID3
* xyz 0 1
C -1.911 2.170 -1.147
C -1.395 1.279 -0.040
C -0.578 1.886 0.944
C 0.091 1.056 1.795
C 0.000 -0.303 1.660
O 0.830 -1.185 2.250
C -0.824 -0.832 0.617
C -1.665 -0.056 -0.223
H -1.707 1.777 -2.179
H -1.297 3.152 -1.122
H -3.042 2.368 -1.073
H -0.457 2.973 0.872
H 0.873 1.381 2.501
H 1.819 -1.075 2.215
H -0.615 -1.912 0.302
H -2.274 -0.482 -1.108
C 1.744 -1.772 -2.877
C 2.492 -1.577 -1.581
H 1.425 -2.818 -2.989
H 0.715 -1.214 -2.829
H 2.214 -1.495 -3.799
H 1.804 -1.751 -0.759
H 3.430 -1.992 -1.388
H 2.749 -0.538 -1.542
*
```

No. 2
Computed, not measured: a 5-piece molecular cluster, C20H30O15 overall, with ωB97M-V/def2-TZVPD.

Summary:
Frontier orbital gap in eV: 10.152
HOMO in eV: -9.804
Lowest unoccupied orbital energy in eV: 0.348
Structure (SMILES): C[C@H]1COC(=O)O1.C[C@H]1COC(=O)O1.C[C@H]1COC(=O)O1.C[C@H]1COC(=O)O1.C[C@H]1COC(=O)O1
Maximum force in eV Å⁻¹: 7.9
E_tot in Ha: -1908.6596

```
! RIJCOSX wB97M-V def2-TZVPD def2/J DEFGRID3
* xyz 0 1
C -25.000 29.176 -5.472
C -25.607 28.059 -6.287
C -24.900 26.733 -6.211
O -25.906 25.840 -6.124
C -27.023 26.396 -5.756
O -27.998 25.723 -5.646
O -26.821 27.695 -5.609
H -25.170 28.990 -4.411
H -25.441 30.115 -5.806
H -23.939 29.199 -5.719
H -25.824 28.331 -7.320
H -24.369 26.711 -5.260
H -24.350 26.462 -7.113
C -17.178 15.183 -7.195
C -17.769 16.294 -6.335
C -16.733 16.983 -5.493
O -16.655 18.182 -6.156
C -17.747 18.474 -6.907
O -18.003 19.611 -7.308
O -18.467 17.335 -7.076
H -16.432 14.612 -6.643
H -16.598 15.598 -8.019
H -17.967 14.595 -7.664
H -18.528 15.985 -5.617
H -15.748 16.516 -5.526
H -17.008 17.204 -4.462
C -27.518 22.307 -9.050
C -27.748 21.756 -7.628
C -27.074 22.560 -6.496
O -28.109 22.876 -5.595
C -29.241 22.332 -6.063
O -30.343 22.393 -5.448
O -29.088 21.763 -7.170
H -26.450 22.294 -9.267
H -27.835 23.339 -9.198
H -28.049 21.706 -9.789
H -27.358 20.740 -7.572
H -26.423 23.429 -6.585
H -26.501 21.707 -6.133
C -25.945 25.899 -9.755
C -25.158 25.015 -10.668
C -24.612 25.861 -11.691
O -23.176 25.593 -11.809
C -22.892 24.759 -10.771
O -21.796 24.391 -10.425
O -23.999 24.372 -10.138
H -26.561 25.205 -9.184
H -26.642 26.594 -10.224
H -25.429 26.420 -8.949
H -25.810 24.214 -11.016
H -24.572 26.937 -11.523
H -25.105 25.603 -12.629
C -21.107 20.273 -7.270
C -22.580 20.752 -7.188
C -22.839 21.201 -5.770
O -23.613 22.421 -5.825
C -23.434 22.856 -7.136
O -23.797 23.915 -7.510
O -22.777 21.917 -7.949
H -20.708 20.142 -8.276
H -20.950 19.265 -6.885
H -20.408 21.030 -6.915
H -23.171 19.929 -7.588
H -21.919 21.546 -5.298
H -23.311 20.369 -5.247
*
```

No. 3
Computed, not measured: C13H26N6O6Ru as an isolated structure, with ωB97M-V/def2-TZVPD.

Summary:
Frontier orbital gap (alpha / beta) in eV: 5.153 / 6.143
HOMO (alpha / beta) in eV: -9.058 / -11.579
Lowest unoccupied orbital energy (alpha / beta) in eV: -3.904 / -5.436
Maximum force in eV Å⁻¹: 3.2
E_tot in Ha: -1385.3115

```
! RIJCOSX wB97M-V def2-TZVPD def2/J DEFGRID3
* xyz 1 6
O -0.005 0.213 -5.001
H -0.503 -0.019 -5.806
Ru 0.095 -0.043 0.029
N 0.427 1.491 1.194
N 1.421 0.930 -1.047
N -1.007 -1.118 1.247
N -0.258 -1.664 -1.051
O -0.223 1.720 2.307
O -1.421 -0.695 2.498
O 0.276 -1.885 -2.311
O 1.873 0.438 -2.151
C 1.945 2.064 -0.480
C 1.363 2.393 0.769
C -1.343 -2.368 0.873
C -0.845 -2.708 -0.428
C 1.685 3.539 1.652
H 1.961 3.199 2.658
H 0.819 4.209 1.746
H 2.519 4.118 1.246
C 3.073 2.768 -1.144
H 2.814 3.039 -2.173
H 3.980 2.149 -1.167
H 3.317 3.681 -0.595
C -2.015 -3.295 1.820
C -0.825 -4.078 -1.010
H -2.618 -2.759 2.560
H -1.270 -3.897 2.362
H -2.666 -3.988 1.277
H -0.034 -4.188 -1.761
H -1.786 -4.320 -1.483
H -0.656 -4.821 -0.220
H -0.991 0.226 2.576
H 0.904 -1.109 -2.456
C -0.936 0.779 -4.086
H -0.374 1.456 -3.438
H -1.377 -0.017 -3.479
H -1.730 1.333 -4.607
O -1.954 1.063 -0.299
H -2.712 0.548 0.038
H -2.028 1.948 0.114
C 4.001 -1.563 3.713
N 3.300 -1.531 2.439
C 3.609 -2.269 1.307
C 2.706 -1.909 0.340
N 1.846 -0.978 0.896
C 2.221 -0.762 2.157
H 3.962 -2.567 4.150
H 5.052 -1.279 3.585
H 3.521 -0.857 4.396
H 4.418 -2.984 1.251
H 2.625 -2.240 -0.683
H 1.772 -0.088 2.885
*
```